Entry 1:
The following is a DFT calculation (ωB97M-V with the def2-TZVPD basis set) of C25H36N3OP2RuS4 as an isolated structure.

```
72
Properties=species:S:1:pos:R:3
Ru -0.1446 -0.3085 -0.1518
C 3.1145 -0.4475 0.3950
N 2.3258 0.0122 -0.7502
C 2.6374 -0.7728 -1.9546
C 2.5373 1.4338 -0.9397
C 3.6165 1.8718 -1.6873
C 3.8671 3.2219 -1.8728
C 3.0183 4.1277 -1.2629
C 1.9530 3.7035 -0.4872
C 1.6610 2.3364 -0.2835
N 0.6890 1.7769 0.5043
C -0.1160 2.4193 1.4101
C -0.4726 3.7832 1.4479
C -1.2296 4.3198 2.4754
C -1.7005 3.5249 3.5056
C -1.4464 2.1631 3.4480
C -0.7089 1.6121 2.4155
N -0.5002 0.1794 2.3454
C 0.6446 -0.2061 3.1700
C -1.6894 -0.5824 2.7363
H 4.1878 -0.4347 0.1663
H 2.8327 -1.4650 0.6737
H 2.9311 0.2081 1.2435
H 3.6904 -1.0746 -1.9900
H 2.4122 -0.1886 -2.8418
H 2.0168 -1.6657 -1.9879
H 4.2845 1.1463 -2.1361
H 4.7152 3.5481 -2.4598
H 3.1801 5.1905 -1.3965
H 1.3616 4.4687 -0.0238
H -0.2220 4.4321 0.6293
H -1.4632 5.3776 2.4622
H -2.2759 3.9408 4.3217
H -1.8506 1.5220 4.2224
H 0.4628 0.0093 4.2307
H 1.5211 0.3548 2.8508
H 0.8425 -1.2738 3.0575
H -1.8802 -0.5580 3.8162
H -1.5531 -1.6278 2.4485
H -2.5564 -0.1755 2.2190
O -4.0588 3.2300 -5.1141
C -3.4369 2.6493 -4.2718
S -3.8908 2.6272 -2.5562
C -2.5557 1.6402 -1.9787
C -1.6487 1.2093 -2.9389
S -0.3038 0.2217 -2.6859
S -1.9478 1.7423 -4.5884
S -2.4684 1.3422 -0.3226
C -4.0594 -1.6967 0.4139
P -2.3993 -1.8371 -0.3567
C -2.8863 -1.9657 -2.1223
C -2.0747 -3.6219 -0.0022
C -0.7220 -4.0237 -0.5744
P 0.6424 -2.9272 0.0290
C 2.0230 -3.8464 -0.7849
C 0.8279 -3.6154 1.7297
H -4.7377 -2.4180 -0.0432
H -4.4411 -0.6870 0.2715
H -3.9863 -1.8970 1.4832
H -3.5507 -2.8193 -2.2679
H -2.0046 -2.0665 -2.7511
H -3.4037 -1.0509 -2.4126
H -2.8776 -4.2294 -0.4270
H -2.0906 -3.7639 1.0824
H -0.7341 -3.9515 -1.6655
H -0.4742 -5.0554 -0.3128
H 1.9730 -4.8993 -0.5052
H 2.9936 -3.4440 -0.4964
H 1.9217 -3.7601 -1.8666
H 0.9068 -4.7025 1.6872
H -0.0327 -3.3418 2.3407
H 1.7248 -3.2097 2.1990
```

- ⟨S²⟩ = 8.7797
- LUMO level (alpha / beta) (eV) = 0.3 / -1.6
- energy above the lowest of the compared OMol25 structures with the same formula, charge and spin (kJ/mol) = 17.82
- HOMO (alpha / beta) (eV) = -6.43 / -6.47
- multiplicity = 6
- gap between HOMO and LUMO (alpha / beta) (eV) = 6.7 / 4.9
- max |F| (eV/Å) = 1.30


Entry 2:
The following is a DFT calculation (ωB97M-V with the def2-TZVPD basis set) of the molecule C25H36N4O6.

```
71
Properties=species:S:1:pos:R:3
C 6.0032 3.3733 -0.4032
C 4.5809 3.6780 0.0407
O 3.6843 2.9710 -0.8104
C 2.4271 2.6886 -0.2742
O 2.4772 1.9460 0.9065
C 2.9233 0.6054 0.7476
C 2.5663 -0.1793 1.9973
H 3.0605 0.2460 2.8665
H 2.8755 -1.2130 1.8723
H 1.4918 -0.1488 2.1562
H 4.0069 0.5909 0.5733
H 2.4308 0.1603 -0.1262
C 1.5844 3.9462 0.0390
N 0.2953 3.5481 0.5325
C -0.8006 3.4289 -0.2237
O -0.9465 3.8229 -1.3687
C -1.9193 2.6973 0.5233
O -1.7574 2.2586 1.6502
N -3.0201 2.5592 -0.2228
C -4.1550 1.7676 0.1660
H -5.0701 2.3608 0.0731
H -4.0118 1.4944 1.2133
C -4.3178 0.4872 -0.6963
C -5.5463 -0.2458 -0.2421
C -6.5191 -0.8792 -0.9583
C -7.4165 -1.4311 -0.0117
C -6.9216 -1.0931 1.2078
O -5.7917 -0.3776 1.0793
H -7.2657 -1.2901 2.2036
H -8.3022 -1.9964 -0.2159
H -6.5881 -0.9441 -2.0244
N -3.1958 -0.4336 -0.7090
C -2.6432 -0.7909 0.5832
C -1.7460 -2.0234 0.4419
N -0.7101 -1.7551 -0.5291
C 0.5135 -2.4082 -0.4673
C 0.7746 -3.4386 0.4360
C 2.0297 -4.0150 0.5429
C 3.0714 -3.5884 -0.2668
C 2.8222 -2.5707 -1.1863
C 1.5773 -1.9923 -1.2802
H 1.4349 -1.1951 -1.9940
H 3.6318 -2.2386 -1.8168
O 4.3488 -4.0840 -0.2453
C 4.6378 -5.1301 0.6458
H 4.4885 -4.8266 1.6880
H 4.0304 -6.0176 0.4377
H 5.6885 -5.3704 0.4898
H 2.1703 -4.8075 1.2616
H -0.0089 -3.8231 1.0692
C -1.2910 -1.4079 -1.8071
C -2.1344 -0.1436 -1.6499
H -2.5727 0.1252 -2.6138
H -1.4785 0.6765 -1.3169
H -0.5146 -1.2462 -2.5518
H -1.9478 -2.2211 -2.1575
H -1.2945 -2.2223 1.4137
H -2.3604 -2.8878 0.1416
H -3.4624 -1.0239 1.2650
H -2.0435 0.0226 1.0189
H -4.4846 0.7864 -1.7380
H -2.9778 2.9614 -1.1520
H 0.2679 3.0614 1.4227
H 2.0887 4.5447 0.7996
H 1.4466 4.5262 -0.8753
H 1.9261 2.1106 -1.0713
H 4.4260 3.3621 1.0791
H 4.3869 4.7570 -0.0355
H 6.7085 3.9233 0.2138
H 6.1331 3.6632 -1.4419
H 6.2046 2.3092 -0.3149
```

- LUMO level (eV) = 0.8
- energy above the lowest of the compared OMol25 structures with the same formula, charge and spin (kJ/mol) = 65.11
- HOMO (eV) = -7.36
- gap between HOMO and LUMO (eV) = 8.1
- structure (SMILES) = CCOC(CNC(=O)C(=O)NC[C@H](c1ccco1)N1CCN(c2ccc(OC)cc2)CC1)OCC
- max |F| (eV/Å) = 1.15


Entry 3:
The following is a DFT calculation (ωB97M-V with the def2-TZVPD basis set) of C25H36N8O2RuS as an isolated structure.

```
73
Properties=species:S:1:pos:R:3
Ru 1.4069 -0.0867 1.0395
C -5.1987 -3.0993 0.5171
C -3.7801 -2.6470 0.3092
C -3.0786 -2.9072 -0.8400
C -1.7216 -2.5384 -1.0066
C -1.0292 -2.9487 -2.1802
N -1.5168 -2.9775 -3.3883
C -2.7147 -2.2658 -3.9081
C -2.7813 -0.8275 -3.3864
C -1.5035 -0.0347 -3.6867
N -1.0666 0.7903 -2.5551
C -0.8599 2.0715 -2.6222
C -0.2242 2.8640 -1.6305
C -0.0475 4.2301 -1.9417
C 0.6474 5.1045 -1.1352
C 0.8203 6.5595 -1.4731
C 1.1887 4.5575 0.0274
C 1.0663 3.2106 0.3727
C 1.5869 2.8046 1.6582
N 1.7515 1.6120 2.1107
C 2.1400 1.5731 3.5705
C 1.5879 0.3534 4.2761
C 0.1405 0.1435 3.9076
N -0.0080 -0.4506 2.5396
C -1.1848 -0.9189 2.3540
C -1.7523 -1.5773 1.2003
C -3.0805 -1.9648 1.3128
C -1.0099 -1.8592 0.0225
O 0.2206 -1.5066 -0.1364
C 0.3156 2.3168 -0.4316
O 0.1116 1.0751 -0.1126
H -5.6524 -3.4172 -0.4197
H -5.8097 -2.2994 0.9346
H -5.2382 -3.9413 1.2093
H -3.5641 -3.4748 -1.6245
H 0.0008 -3.2837 -2.0951
H -0.9362 -3.4137 -4.0932
H -3.6209 -2.8129 -3.6620
H -2.6110 -2.2962 -4.9915
H -2.9459 -0.8447 -2.3114
H -3.6551 -0.3405 -3.8176
H -1.6124 0.6058 -4.5603
H -0.6701 -0.7083 -3.8927
H -0.7889 0.3387 -1.6797
H -1.1553 2.5555 -3.5491
H -0.4802 4.5996 -2.8659
H 0.2598 6.8252 -2.3669
H 1.8694 6.7968 -1.6519
H 0.4703 7.1923 -0.6575
H 1.7282 5.2098 0.7078
H 1.8175 3.6185 2.3430
H 1.7018 2.4639 4.0186
H 3.2222 1.6505 3.6537
H 1.7071 0.4683 5.3525
H 2.1473 -0.5400 4.0035
H -0.4045 1.0915 3.9039
H -0.3447 -0.5143 4.6263
H -1.8760 -0.8382 3.1933
H -3.6005 -1.7333 2.2375
N 2.3252 -2.6017 0.7065
N 3.4545 -3.0055 1.4096
C 4.1829 -2.0685 2.0198
N 5.3035 -2.4267 2.6241
S 3.7088 -0.4250 2.0202
H 1.5167 -3.1478 0.9758
H 2.4685 -2.6991 -0.2929
H 3.7319 -3.9781 1.4133
H 5.6446 -3.3766 2.6279
H 5.8441 -1.7368 3.1217
N 2.6827 0.3760 -0.6289
H 3.0681 1.3093 -0.4894
H 2.1873 0.3916 -1.5164
H 3.4966 -0.2255 -0.7200
```

- ⟨S²⟩ = 0.7546
- LUMO level (alpha / beta) (eV) = -8.5 / -8.9
- energy above the lowest of the compared OMol25 structures with the same formula, charge and spin (kJ/mol) = 27.54
- HOMO (alpha / beta) (eV) = -15.80 / -15.75
- charge = +3
- multiplicity = 2
- gap between HOMO and LUMO (alpha / beta) (eV) = 7.3 / 6.9
- max |F| (eV/Å) = 0.65